Record 1
DFT (ωB97M-V/def2-TZVPD) results for an isolated ion of composition C5H9N2O and charge +1 at a distorted geometry.

Summary:
**Orbital gap (spin up / spin down)**: 7.74 / 7.18 eV
**F_max**: 5.21 eV/A
**Lowest unoccupied orbital energy (spin up / spin down)**: -4.53 / -5.05 eV
**Energy relative to the best compared isomer or geometry (same formula, charge and spin)**: 480.71 kJ/mol
**E_tot**: -10347.639 eV

The geometry in ORCA input format:
```
! RIJCOSX wB97M-V def2-TZVPD def2/J DEFGRID3
* xyz 1 1
O 2.837 0.579 0.105
N -1.971 1.018 0.111
N 0.562 1.149 -0.113
C 1.915 1.487 -0.078
C 1.219 -1.187 -0.029
C 0.161 -0.078 0.018
C -1.299 -0.317 0.048
C 2.702 -0.708 0.048
H -1.916 1.375 -0.835
H 1.258 -1.958 0.854
H 3.532 -1.259 -0.155
H -1.724 -0.972 -0.901
H 2.038 2.421 0.268
H -1.434 -0.975 1.002
H -0.101 1.859 -0.055
H 1.206 -1.657 -1.031
H -2.921 1.075 0.347
*
```

Record 2
DFT (ωB97M-V/def2-TZVPD) results for a 3-piece molecular cluster, C5H12O overall.

Summary:
**Orbital gap**: 10.36 eV
**F_max**: 0.55 eV/A
**Lowest unoccupied orbital energy**: 0.86 eV
**Energy relative to the best compared isomer or geometry (same formula, charge and spin)**: 245.51 kJ/mol
**E_tot**: -7424.767 eV

The geometry in ORCA input format:
```
! RIJCOSX wB97M-V def2-TZVPD def2/J DEFGRID3
* xyz 0 1
O 2.855 -0.717 -0.340
C -1.316 0.870 -1.173
C -1.476 -1.120 0.426
C 0.036 0.781 0.913
C -0.838 0.200 0.090
C 2.405 0.391 -0.496
H 2.641 1.221 0.196
H -2.510 -0.947 0.752
H -0.947 -1.629 1.237
H 0.379 0.291 1.821
H -1.518 -1.789 -0.441
H 0.421 1.781 0.721
H 1.539 -1.531 -1.842
H -0.637 1.666 -1.497
H 0.918 -1.449 -2.251
H 1.741 0.648 -1.344
H -1.414 0.147 -1.992
H -2.307 1.315 -1.018
*
```

Record 3
DFT (ωB97M-V/def2-TZVPD) results for C23H50N2O5P as an isolated structure at a distorted geometry.

Summary:
**Orbital gap**: 9.76 eV
**F_max**: 1.14 eV/A
**Lowest unoccupied orbital energy**: -1.94 eV
**E_tot**: -47166.400 eV

The geometry in ORCA input format:
```
! RIJCOSX wB97M-V def2-TZVPD def2/J DEFGRID3
* xyz 1 1
P 1.509 -1.253 0.965
O 2.873 -1.379 1.513
O 0.461 -0.277 1.698
O 1.637 -0.341 -0.405
O -1.562 -2.173 1.497
O 0.820 -2.462 0.229
N 0.912 -2.585 2.840
N 4.577 -0.710 -1.464
C -4.880 -0.349 3.528
C -2.572 1.650 1.301
C -0.305 0.834 -3.048
C 3.914 -2.027 -1.507
C -3.018 2.027 2.715
C 1.247 -1.710 -4.197
C 3.593 0.401 -1.632
C -1.516 -2.234 2.908
C 2.616 0.659 -0.479
C -5.319 0.842 2.661
C -2.627 -1.448 3.557
C -0.790 2.502 -1.185
C 0.222 -0.359 3.084
C -2.877 2.729 0.264
C -0.135 -1.800 3.461
C 5.534 -0.628 -2.584
C -4.531 2.128 2.918
C -2.313 2.395 -1.118
C 5.313 -0.590 -0.191
C 0.301 0.643 -4.437
C -3.746 -1.114 2.934
C 0.251 -0.808 -4.918
C -0.242 2.292 -2.598
H 3.216 -2.126 -0.679
H 0.800 2.626 -2.630
H -4.708 2.440 3.950
H 6.143 -1.293 -0.182
H -0.336 1.766 -0.517
H -2.740 3.088 -1.846
H 4.662 -2.813 -1.426
H 6.233 -1.461 -2.538
H -3.958 2.848 0.178
H -2.576 2.993 2.972
H 3.369 -2.147 -2.440
H -1.642 -3.301 3.146
H 1.782 -2.538 3.360
H -5.725 -1.038 3.612
H -3.057 0.721 0.997
H -2.627 1.388 -1.397
H 1.338 0.994 -4.442
H -0.802 2.915 -3.298
H -1.700 -1.248 1.244
H 1.074 -1.701 -3.123
H 0.215 0.214 -2.315
H 2.997 0.186 -2.522
H -5.256 0.566 1.607
H -0.099 -2.576 0.534
H -0.499 3.496 -0.837
H 4.159 1.321 -1.794
H -2.465 3.683 0.601
H -1.346 0.508 -3.079
H -1.494 1.473 1.320
H 2.265 -1.377 -4.407
H -2.625 1.292 3.420
H -4.627 -0.008 4.533
H -2.463 -1.185 4.592
H -6.368 1.057 2.874
H -0.758 -1.197 -4.772
H -3.900 -1.431 1.910
H -0.165 -1.891 4.555
H 1.125 -0.059 3.628
H -0.587 0.340 3.305
H 5.007 -0.670 -3.536
H 6.098 0.302 -2.535
H -0.251 1.265 -5.144
H 2.116 1.610 -0.694
H 4.649 -0.831 0.642
H 5.702 0.419 -0.073
H -4.931 2.910 2.272
H 1.150 -2.735 -4.549
H 0.656 -3.560 2.721
H 3.137 0.749 0.477
H 0.463 -0.836 -5.988
*
```

Record 4
DFT (ωB97M-V/def2-TZVPD) results for a 2-piece molecular cluster, C3H4N2O overall at a distorted geometry.

Summary:
**Orbital gap**: 9.25 eV
**F_max**: 1.13 eV/A
**Lowest unoccupied orbital energy**: 0.42 eV
**Energy relative to the best compared isomer or geometry (same formula, charge and spin)**: 555.79 kJ/mol
**E_tot**: -8198.125 eV

The geometry in ORCA input format:
```
! RIJCOSX wB97M-V def2-TZVPD def2/J DEFGRID3
* xyz 0 1
O 1.246 -2.134 0.176
N 0.145 -1.604 0.091
N -2.086 -0.472 -0.091
C -0.855 -1.029 0.009
C 1.943 0.846 0.071
C 1.143 1.739 -0.029
H -2.240 0.012 -0.968
H 2.585 -0.007 0.156
H 0.453 2.548 -0.119
H -2.335 0.101 0.705
*
```

Record 5
DFT (ωB97M-V/def2-TZVPD) results for an isolated ion of composition C5H11N4 and charge +1 at a distorted geometry.

Summary:
**Orbital gap**: 9.87 eV
**F_max**: 5.62 eV/A
**Lowest unoccupied orbital energy**: -4.01 eV
**Energy relative to the best compared isomer or geometry (same formula, charge and spin)**: 427.50 kJ/mol
**E_tot**: -11313.416 eV

The geometry in ORCA input format:
```
! RIJCOSX wB97M-V def2-TZVPD def2/J DEFGRID3
* xyz 1 1
N -2.701 2.074 -1.427
N -1.767 1.725 -0.937
N -0.846 1.227 -0.335
N -1.058 -1.065 0.694
C 1.264 0.133 -0.957
C 0.130 -1.715 0.489
C 0.556 1.490 -0.738
C -1.217 0.168 1.116
C 1.365 -0.752 0.320
H 2.218 0.362 -1.304
H 1.655 -0.221 1.164
H 0.454 -2.296 1.384
H 1.003 2.082 0.048
H 0.984 -0.496 -1.829
H -1.961 -1.628 0.645
H -2.271 0.489 1.500
H 2.090 -1.500 0.221
H 0.097 -2.575 -0.205
H 0.509 1.942 -1.644
H -0.505 0.554 1.795
*
```

The lowest F_max belongs to which entry?
C5H12O